{"formula": "C29H56N4O10P2S", "method": "ωB97M-V/def2-TZVPD", "symbols": ["C", "C", "C", "N", "C", "C", "C", "C", "C", "O", "C", "C", "C", "N", "C", "C", "C", "C", "O", "C", "N", "S", "N", "C", "H", "H", "H", "H", "H", "H", "H", "H", "H", "H", "H", "H", "H", "H", "H", "H", "H", "H", "H", "H", "H", "H", "H", "H", "H", "H", "O", "P", "O", "C", "C", "O", "C", "C", "O", "C", "C", "H", "H", "H", "H", "H", "H", "H", "H", "H", "H", "H", "H", "H", "H", "H", "O", "P", "O", "C", "C", "O", "C", "C", "O", "C", "C", "H", "H", "H", "H", "H", "H", "H", "H", "H", "H", "H", "H", "H", "H", "H"], "positions_angstrom": [[-0.180, -3.028, 1.909], [-0.199, -2.168, 0.638], [1.081, -2.440, -0.142], [1.079, -1.877, -1.526], [2.449, -1.569, -1.868], [3.337, -2.563, -2.104], [4.725, -2.307, -2.404], [5.646, -3.478, -2.651], [5.289, -4.664, -1.736], [6.399, -5.571, -1.740], [5.156, -1.015, -2.443], [6.606, -0.692, -2.704], [7.423, -0.827, -1.379], [6.561, -0.533, -0.221], [6.784, 0.790, 0.358], [5.652, 1.086, 1.361], [6.585, -1.581, 0.749], [7.770, -1.755, 1.700], [5.649, -2.338, 0.855], [4.231, 0.041, -2.230], [4.562, 1.339, -2.258], [3.191, 2.113, -1.916], [2.153, 0.905, -1.731], [2.861, -0.213, -1.935], [-1.009, -2.766, 2.569], [-0.260, -4.094, 1.686], [0.740, -2.873, 2.476], [-1.097, -2.365, 0.051], [-0.200, -1.136, 0.992], [1.882, -1.907, 0.378], [1.373, -3.496, -0.124], [0.805, -2.653, -2.120], [3.015, -3.594, -2.059], [6.691, -3.245, -2.475], [5.539, -3.829, -3.682], [5.120, -4.265, -0.734], [4.401, -5.174, -2.110], [6.582, -5.758, -0.817], [6.722, 0.304, -3.125], [7.027, -1.396, -3.422], [8.234, -0.092, -1.401], [7.879, -1.815, -1.301], [7.747, 0.835, 0.887], [6.767, 1.557, -0.415], [5.921, 0.667, 2.334], [5.455, 2.149, 1.464], [4.768, 0.530, 1.044], [8.545, -1.033, 1.448], [7.390, -1.569, 2.703], [8.117, -2.779, 1.597], [-3.833, -1.769, 3.971], [-4.719, -0.626, 3.674], [-6.143, -0.927, 4.384], [-6.183, -1.112, 5.802], [-5.845, 0.154, 6.565], [-5.115, -0.900, 2.111], [-4.235, -1.643, 1.263], [-4.779, -3.038, 1.037], [-4.793, 0.959, 3.560], [-5.703, 1.681, 2.719], [-7.097, 1.810, 3.290], [-5.509, -1.925, 6.085], [-7.198, -1.429, 6.040], [-4.814, 0.465, 6.379], [-5.966, -0.004, 7.637], [-6.490, 0.977, 6.258], [-3.229, -1.678, 1.680], [-4.172, -1.111, 0.311], [-5.031, -3.518, 1.982], [-4.054, -3.658, 0.508], [-5.695, -2.997, 0.446], [-5.725, 1.276, 1.712], [-5.268, 2.679, 2.634], [-7.652, 0.876, 3.213], [-7.648, 2.569, 2.732], [-7.068, 2.099, 4.340], [-4.572, 4.657, -3.640], [-3.522, 3.760, -3.117], [-3.914, 3.405, -1.587], [-5.159, 2.762, -1.324], [-5.214, 1.347, -1.869], [-2.286, 4.797, -2.856], [-2.172, 6.006, -3.606], [-2.576, 7.195, -2.760], [-2.595, 2.522, -3.474], [-1.299, 2.253, -2.901], [-1.337, 1.605, -1.536], [-5.977, 3.364, -1.729], [-5.268, 2.746, -0.242], [-5.154, 1.341, -2.960], [-6.146, 0.861, -1.576], [-4.378, 0.756, -1.497], [-2.767, 5.957, -4.517], [-1.126, 6.098, -3.907], [-3.547, 7.032, -2.294], [-2.622, 8.105, -3.361], [-1.856, 7.349, -1.954], [-0.672, 3.140, -2.901], [-0.830, 1.556, -3.597], [-1.606, 2.318, -0.755], [-0.348, 1.214, -1.298], [-2.056, 0.786, -1.504]], "e_lumo_ev": -0.35, "mol_weight_g_mol": 714.8, "e_tot_ev": -86832.279}